Density functional theory data (the ωB97M-V functional and the def2-TZVPD basis) for 9 unconnected molecules or ions with the total composition C55H84F2IN6O25P2S2 at a distorted geometry.

Structure (XYZ):
```
177
Properties=species:S:1:pos:R:3:forces:R:3:lowdin_charge:R:1
O -3.628883 -4.919561 2.706688 2.621 2.778 -3.133 -0.2852
P -2.894597 -3.878323 1.828845 -3.946 -1.980 6.689 0.6728
O -4.041570 -2.601482 1.610351 3.254 -1.244 -0.310 -0.1536
O -1.645415 -3.227485 2.767634 -1.848 0.154 -2.781 -0.1618
N -2.433883 -4.677693 0.339523 -1.735 3.036 -0.538 -0.0504
C -3.029219 -3.894832 -0.796553 4.762 0.028 -0.434 -0.2086
N -4.319733 -3.840208 -1.167399 2.843 0.445 0.201 -0.0420
C -5.361988 -4.606292 -0.398983 -1.573 -1.472 1.384 -0.1404
C -6.541875 -5.240600 -1.289538 -0.808 -0.383 0.745 -0.2623
C -7.915398 -4.558411 -0.797125 0.981 0.122 1.076 -0.6651
I -9.704389 -5.501202 -1.623784 1.098 0.682 0.283 0.9439
P -4.760649 -2.854355 -2.571195 -6.303 2.473 -2.993 0.6984
O -6.212065 -2.334563 -2.518716 4.771 -1.818 0.760 -0.2496
O -3.771830 -1.491857 -2.806327 -0.176 -3.703 -0.510 -0.1429
O -4.700585 -3.907788 -3.935327 1.733 0.967 3.494 -0.1419
N -1.851180 -3.286072 -1.392462 -3.816 -1.641 -0.080 0.1087
C -0.487205 -3.684641 -0.832058 -1.464 -0.864 -1.453 -0.2608
C 0.041445 -2.434968 0.032915 0.458 0.614 1.022 -0.0915
C -0.984656 -1.195673 0.138609 0.898 0.903 0.100 -0.1472
C -0.961080 -0.232472 -1.174483 -0.121 -0.667 1.485 -0.1357
F 0.365416 0.341426 -1.212004 -2.018 -1.049 -0.355 -0.0894
C 0.313048 -4.113846 -2.170305 1.201 0.050 -0.541 -0.1205
C 1.066305 -2.896226 -2.897345 1.645 -0.134 0.251 -0.1684
C 2.613203 -2.828282 -2.378654 -0.012 0.130 0.806 -0.1975
C 3.269627 -1.368852 -2.549517 -0.057 -0.282 0.042 -0.1832
C 3.394459 -0.547834 -1.175408 0.777 1.304 -0.246 -0.2048
C 4.931175 -0.173278 -0.758383 -0.737 0.755 0.706 -0.2233
C 5.050231 0.068114 0.860569 0.069 -1.495 -0.393 -0.4685
S 4.830496 1.849358 1.362553 -1.433 -0.615 1.334 0.9507
C 3.446005 1.903710 2.608586 -5.078 0.974 1.491 -0.4652
N 2.189068 2.594477 2.468871 3.262 -2.303 0.213 -0.0215
N 1.389291 2.384511 3.548821 3.392 -2.731 2.880 -0.0248
C 2.112667 1.564676 4.491603 -0.559 2.758 -5.169 -0.0665
O 3.359752 1.284083 3.879871 -0.766 0.298 0.130 -0.0607
C -1.015627 -4.961759 0.031665 1.771 -0.435 1.716 -0.3246
C -0.033323 -5.454827 1.223210 2.797 -0.264 2.541 -0.1293
C 1.515981 -5.140609 1.181930 -2.727 -2.935 3.892 0.0462
C 2.249051 -5.760753 2.412232 -1.434 0.296 -0.787 -0.0119
C 1.583310 -6.542574 3.562459 -1.459 1.744 -3.505 -0.0825
N 0.185485 -6.795104 3.549447 2.276 2.150 -3.004 0.0489
C -0.517111 -6.285037 2.430942 0.310 0.671 -1.072 -0.0735
S -1.171888 -6.601553 -0.914145 1.356 -4.005 -3.706 0.8479
O -1.923453 -6.466249 -2.201605 1.059 0.369 3.683 -0.3077
O 0.132778 -7.324696 -1.028944 -3.773 2.510 0.964 -0.2660
F -2.143625 -7.557806 0.101329 1.645 2.268 -1.547 -0.1930
H -3.726061 -1.796039 2.092247 -0.508 -0.667 -0.489 0.0943
H -1.547907 -2.256688 2.615130 0.144 -0.780 0.092 0.0786
H -4.852146 -5.476846 0.167701 -0.344 1.580 -1.096 0.1436
H -5.844711 -3.962350 0.433490 1.022 -0.575 -1.633 0.1433
H -6.376114 -5.205358 -2.417424 -0.263 0.207 1.536 0.0960
H -6.618311 -6.356258 -0.997983 0.272 1.744 -0.575 0.1151
H -7.941364 -3.422618 -0.925710 -0.026 -1.876 -0.204 0.0192
H -7.969637 -4.736638 0.346705 0.002 0.211 -1.879 0.0679
H -3.365206 -1.628061 -3.704801 -0.342 0.456 0.863 0.1023
H -4.331574 -4.781686 -3.630615 -0.362 0.838 -0.644 0.0883
H -1.911761 -3.210544 -2.416723 0.257 0.285 0.729 0.1294
H 0.287686 -2.745447 1.121204 -0.447 0.169 -1.900 0.1157
H 1.032116 -1.984488 -0.361824 -1.723 -1.014 0.340 0.1020
H -2.044931 -1.477847 0.459283 1.350 0.355 -0.820 0.0811
H -0.571724 -0.522136 0.988411 -0.585 -1.041 -1.332 0.1397
H -1.704798 0.615852 -1.003343 1.066 -1.139 -0.520 0.1345
H -1.199156 -0.856701 -2.114262 0.644 1.374 1.314 0.0949
H 1.128273 -4.895303 -1.910996 -1.432 1.181 -0.338 0.1307
H -0.367183 -4.600632 -2.970085 0.761 0.575 1.777 0.1245
H 0.628593 -1.864005 -2.680062 0.303 -1.477 -0.384 0.0883
H 1.127014 -3.069041 -4.039089 -0.429 0.314 1.871 0.1331
H 3.261045 -3.651409 -2.853113 -1.156 1.212 0.493 0.1224
H 2.628498 -3.052060 -1.239554 -0.080 0.191 -1.748 0.0820
H 2.572067 -0.777339 -3.252749 1.436 -0.829 0.855 0.1150
H 4.333055 -1.477947 -2.993507 -1.893 0.301 0.476 0.1195
H 2.923028 -1.058465 -0.267037 0.445 0.510 -1.355 0.0841
H 2.880445 0.472121 -1.358685 0.664 -1.740 0.644 0.1069
H 5.688775 -0.974651 -1.090793 -1.196 1.211 0.571 0.1123
H 5.189988 0.850472 -1.227080 -0.233 -1.817 0.385 0.1040
H 4.296023 -0.592759 1.425191 1.214 0.981 -0.810 0.0808
H 6.109422 -0.231107 1.171644 -1.549 0.456 -0.247 0.0745
H 1.716629 1.219015 5.504763 1.279 0.274 -1.750 0.1394
H 2.022181 -4.550379 0.353164 -0.633 -0.971 1.362 0.0941
H 3.390281 -5.621772 2.466058 -2.031 -0.197 -0.097 0.1030
H 2.222267 -6.916832 4.424301 -1.113 0.492 -1.287 0.1190
H -1.647085 -6.531327 2.416808 2.040 0.404 0.262 0.1125
O 4.417900 4.388306 1.960120 0.425 1.184 -0.369 -0.0022
C 4.066897 5.447194 1.504886 0.167 -0.646 0.604 -0.4522
O 4.911063 6.348440 0.936051 -0.131 -0.612 0.175 0.0358
C 4.182567 7.536293 0.602368 0.031 0.643 -0.348 -0.1547
C 2.739545 7.102165 0.501034 -0.515 0.242 -0.140 -0.1596
C 2.662172 5.984981 1.519560 -0.341 0.132 -0.476 -0.0811
H 4.339765 8.275636 1.393248 0.014 -0.065 -0.032 0.1350
H 4.553906 7.942440 -0.339481 0.224 -0.102 0.231 0.1109
H 2.032142 7.912910 0.683817 0.125 -0.011 -0.047 0.1206
H 2.542115 6.701289 -0.498950 0.026 0.065 0.062 0.1087
H 2.434768 6.360335 2.520171 -0.002 -0.161 0.005 0.1368
H 1.945517 5.218847 1.223474 0.148 -0.130 0.417 0.1158
O 6.702231 10.526879 -2.483137 -0.219 -0.790 0.328 0.1111
C 7.042589 9.371159 -2.467821 0.127 1.114 -0.043 -0.4724
O 6.551878 8.444655 -1.598641 -0.171 0.533 -0.253 0.0040
C 7.249867 7.204965 -1.784272 0.147 -0.669 0.277 -0.1573
C 7.814653 7.271783 -3.181043 0.290 -0.440 -0.521 -0.1580
C 8.087543 8.750342 -3.354920 -0.095 -0.414 -0.283 -0.0739
H 8.031048 7.127820 -1.024068 -0.081 0.011 -0.102 0.1145
H 6.555943 6.370561 -1.664245 -0.058 0.217 0.164 0.1256
H 8.696081 6.644398 -3.317981 -0.129 0.025 0.164 0.1088
H 7.056224 6.951310 -3.903569 0.036 0.002 0.077 0.1155
H 9.077925 9.027422 -2.986528 -0.081 0.080 -0.039 0.1205
H 7.959762 9.064134 -4.390980 0.125 0.290 0.200 0.1290
O 1.753910 -1.799085 7.946450 -0.380 -0.019 -0.898 0.1227
C 0.999410 -2.373470 7.206230 0.530 0.421 1.146 -0.4764
O 0.627246 -1.903196 5.982983 0.261 0.124 0.191 0.0170
C -0.358863 -2.774887 5.419470 -0.206 0.018 -0.313 -0.1738
C -0.170860 -4.097837 6.123909 -0.256 -0.648 -0.081 -0.1571
C 0.297778 -3.671706 7.499418 -0.008 -0.396 -0.359 -0.0727
H -1.349173 -2.344719 5.600111 0.025 -0.015 0.012 0.1330
H -0.201222 -2.860002 4.344813 0.219 0.184 0.255 0.0928
H -1.074015 -4.710288 6.137889 0.071 0.078 -0.100 0.1266
H 0.618360 -4.672582 5.629041 -0.120 0.061 0.004 0.1010
H -0.539946 -3.479593 8.173910 0.141 -0.003 0.083 0.1385
H 0.983344 -4.398905 7.933888 -0.101 0.265 0.259 0.1327
O -3.986626 2.059930 3.031552 0.096 -0.212 0.688 0.0854
C -3.463251 2.630656 3.958049 -0.437 -0.013 -0.561 -0.4770
O -3.721211 2.354262 5.264367 -0.052 -0.227 -0.722 0.0299
C -3.015965 3.285161 6.095833 0.109 0.253 0.584 -0.1587
C -1.883979 3.801368 5.239847 0.586 0.283 0.129 -0.1636
C -2.480325 3.764713 3.849656 0.446 -0.028 0.186 -0.0811
H -3.706657 4.078964 6.395325 -0.007 -0.087 -0.037 0.1304
H -2.653313 2.776793 6.990873 -0.248 -0.097 -0.125 0.1287
H -1.533390 4.789907 5.540822 -0.057 -0.114 0.041 0.1233
H -1.035390 3.111886 5.292132 -0.056 0.115 -0.029 0.1059
H -3.021292 4.684342 3.613546 -0.011 -0.091 -0.127 0.1360
H -1.723314 3.557523 3.092918 -0.263 0.087 -0.129 0.1225
O 10.295909 6.117047 -1.439279 0.109 0.835 0.167 0.1132
C 10.997660 6.973686 -0.963957 -0.214 -0.875 -0.498 -0.4651
O 10.776810 8.307895 -1.115662 -0.249 -0.502 -0.062 0.0159
C 11.855162 9.038800 -0.519124 0.255 0.602 0.117 -0.1557
C 12.471667 8.090471 0.482218 0.398 0.038 0.510 -0.1613
C 12.252326 6.740719 -0.167898 0.092 0.210 0.484 -0.0772
H 12.558109 9.327493 -1.306128 -0.067 -0.036 0.016 0.1311
H 11.468084 9.941269 -0.042999 -0.140 -0.103 -0.234 0.1306
H 13.519181 8.310296 0.694712 -0.113 0.060 -0.049 0.1213
H 11.919220 8.137105 1.426081 0.071 0.035 -0.097 0.1235
H 13.064469 6.480553 -0.850914 -0.102 -0.128 0.013 0.1372
H 12.106390 5.955845 0.574009 0.031 -0.152 -0.350 0.1316
O -12.000804 -6.598841 -2.934996 0.385 -0.279 -0.678 -0.0567
C -11.662092 -7.437038 -3.733643 -0.593 0.516 0.397 -0.5221
O -10.892802 -7.180529 -4.824717 -0.203 0.160 0.542 0.0134
C -10.773747 -8.370728 -5.612366 0.209 -0.209 -0.490 -0.1613
C -11.060590 -9.507727 -4.660270 0.092 -0.662 -0.002 -0.1636
C -12.056032 -8.888233 -3.703094 0.321 -0.397 0.000 -0.0757
H -11.497791 -8.320904 -6.431017 0.032 0.032 0.057 0.1303
H -9.768673 -8.433584 -6.033198 -0.108 0.261 0.044 0.1270
H -11.431243 -10.404488 -5.159634 0.066 0.110 -0.023 0.1206
H -10.148443 -9.776541 -4.117919 -0.079 0.019 -0.087 0.1219
H -13.082961 -8.986285 -4.063035 -0.003 0.062 0.154 0.1382
H -11.958667 -9.300465 -2.698865 -0.312 0.227 -0.018 0.1319
O -8.951213 -1.754801 -0.087385 0.745 0.450 0.446 0.0995
C -8.311167 -0.770836 0.183916 -0.901 -0.632 -0.194 -0.4637
O -7.218690 -0.773086 0.997410 -0.252 -0.369 -0.311 0.0164
C -6.769325 0.573864 1.192200 0.389 0.349 0.296 -0.1651
C -7.315587 1.348835 0.016033 0.112 0.578 -0.274 -0.1595
C -8.615117 0.628454 -0.275369 0.355 0.320 -0.238 -0.0721
H -7.159767 0.937080 2.147238 0.060 -0.049 -0.048 0.1338
H -5.678318 0.596362 1.225386 -0.132 -0.163 0.151 0.1098
H -7.440491 2.413012 0.222645 0.074 -0.108 0.052 0.1214
H -6.640606 1.248451 -0.840153 -0.048 0.022 0.090 0.1188
H -9.442801 1.025833 0.316863 -0.056 -0.108 -0.107 0.1383
H -8.856804 0.648764 -1.337845 -0.292 -0.159 0.201 0.1331
O 3.593440 2.803301 -3.185734 0.180 0.578 -0.442 0.1057
C 3.245249 3.861128 -3.644865 0.275 -0.768 0.655 -0.4770
O 4.093496 4.759537 -4.213559 -0.126 -0.502 0.180 0.0301
C 3.369826 5.948386 -4.552034 0.085 0.536 -0.208 -0.1629
C 1.925494 5.518143 -4.657231 -0.576 0.254 -0.246 -0.1623
C 1.841812 4.403511 -3.636204 -0.271 0.195 -0.426 -0.0825
H 3.526892 6.689148 -3.761979 0.017 -0.047 -0.025 0.1262
H 3.745851 6.351605 -5.493881 0.177 -0.134 0.171 0.1297
H 1.219922 6.331297 -4.478424 0.127 -0.015 -0.042 0.1208
H 1.730087 5.115914 -5.656410 0.031 0.082 0.088 0.1229
H 1.612360 4.782280 -2.637210 -0.005 -0.164 0.012 0.1282
H 1.123669 3.639187 -3.932888 0.115 -0.065 0.356 0.1265
```
Positions in Å, forces in eV/Å.

Summary:
- energy above the lowest of the compared OMol25 structures with the same formula, charge and spin (kJ/mol) = 886.0
- total charge = +1
- molar mass (g/mol) = 1520.28
- energy (a.u.) = -6331.7914
- multiplicity = 1
- F_max (eV/A) = 8.0